48
Properties=species:S:1:pos:R:3:mulliken_charge:R:1 method="wB97M-V/def2-TZVPD" total_energy_ev=-36309.552 lumo_energy_ev=0.594 e_above_lowest_kcal_mol=0.0 charge=0
C -5.3078 -2.7930 1.6529 -1.034
C -5.6898 -2.6783 0.1794 -0.416
O -6.2713 -1.4313 -0.1379 -0.425
C -5.4888 -0.3253 -0.2745 0.413
C -6.1770 0.8686 -0.5039 -0.680
C -5.4803 2.0450 -0.6783 -0.608
C -4.0966 2.0726 -0.6304 -0.748
C -3.4060 0.8897 -0.4042 0.000
N -2.0108 0.8212 -0.3469 -0.029
C -1.0932 1.8235 -0.4841 0.600
O -1.3719 2.9969 -0.6314 -0.681
C 0.3227 1.3690 -0.4092 0.575
C 1.2924 2.3153 -0.0687 -1.359
C 2.6121 1.9701 0.0455 -0.604
C 3.0728 0.6517 -0.1741 0.878
N 4.3800 0.3584 0.0392 0.180
C 5.3612 1.4048 0.2831 -0.895
C 6.6752 0.6491 0.4373 -0.743
C 6.2177 -0.6131 1.1571 -0.742
C 4.9153 -0.9390 0.4291 -0.554
C 2.1006 -0.2677 -0.6461 -0.134
C 2.4393 -1.6232 -1.1950 0.780
F 2.6733 -2.5723 -0.2568 -0.277
F 3.5188 -1.6164 -1.9983 -0.268
F 1.4496 -2.1348 -1.9467 -0.293
C 0.7600 0.0942 -0.7301 -0.770
C -4.1027 -0.3067 -0.2244 0.163
H -4.5636 -2.0474 1.9219 0.339
H -6.1869 -2.6359 2.2726 0.309
H -4.9065 -3.7830 1.8524 0.345
H -4.8260 -2.8808 -0.4663 0.346
H -6.4694 -3.4082 -0.0570 0.316
H -7.2539 0.8390 -0.5423 0.438
H -6.0207 2.9624 -0.8552 0.365
H -3.5556 2.9925 -0.7656 0.522
H -1.6477 -0.1042 -0.1688 0.019
H 0.9710 3.3286 0.1179 0.430
H 3.3156 2.7326 0.3309 0.396
H 5.1375 1.9469 1.2117 0.415
H 5.3754 2.1132 -0.5483 0.441
H 7.0843 0.3966 -0.5410 0.304
H 7.4153 1.2187 0.9946 0.379
H 6.0246 -0.3959 2.2085 0.313
H 6.9345 -1.4281 1.0937 0.364
H 4.2120 -1.4727 1.0710 0.352
H 5.1381 -1.5530 -0.4479 0.258
H 0.0644 -0.6391 -1.1107 0.665
H -3.5371 -1.2114 -0.0547 0.353